Here is a cluster of 11 separate species, C38H84INO13 in total in a non-equilibrium geometry from OMol25. Energies are from ωB97M-V/def2-TZVPD.

The geometry in XYZ format:
```
137
Properties=species:S:1:pos:R:3:forces:R:3
I -3.841 1.259 -7.035 -0.036 0.193 0.851
O 7.585 4.297 3.844 -0.078 -0.192 0.379
O 4.497 -7.383 1.364 0.358 0.215 -0.156
O 5.270 2.006 -6.058 -0.370 0.287 -0.149
O -5.727 -3.647 8.597 0.375 -0.013 -0.056
O -1.725 1.727 4.638 0.078 -0.023 0.405
O -7.267 4.303 -6.393 0.427 0.072 0.013
O -5.987 -2.551 -2.176 7.673 -0.016 2.589
O 4.335 1.882 -1.261 -3.060 0.813 0.441
O -3.964 -4.989 3.541 -0.096 0.054 0.225
O 2.936 5.005 1.926 -0.409 -0.188 -0.098
O 3.256 -1.732 1.824 0.181 0.380 -0.050
O 1.884 0.795 1.396 -0.254 -0.195 -0.285
O -2.756 -3.655 1.392 -2.466 2.914 -8.038
N -4.353 -3.621 -0.673 1.536 2.573 1.489
C 4.154 5.789 3.845 0.181 -0.037 0.152
C 7.290 2.133 -4.761 0.137 -0.096 0.200
C 3.162 1.226 -1.929 0.630 -0.126 -0.063
C 3.669 2.847 -0.324 -0.325 0.576 1.157
C 6.654 1.688 -6.061 0.091 0.299 0.190
C 3.081 -3.128 1.634 0.279 -0.297 0.117
C -1.013 0.884 -4.619 0.608 0.093 0.127
C -4.206 -0.456 -4.472 -0.742 -0.686 0.970
C 1.561 -0.020 -5.085 -0.168 0.048 -0.132
C 1.383 1.206 2.660 0.208 -0.347 0.029
C -7.026 -3.361 8.099 0.143 -0.265 -0.227
C -3.125 -3.213 0.166 0.675 -0.894 1.839
C 7.697 3.684 1.521 -0.059 0.033 -0.223
C 3.587 -3.883 2.846 -0.108 -0.188 0.178
C -0.489 -0.462 -2.124 -3.487 -1.679 0.227
C 3.639 0.565 -3.351 0.428 -0.780 0.358
C 0.605 1.217 -4.597 -0.612 0.613 -0.387
C -2.401 -2.162 -0.863 1.676 3.043 -3.009
C 3.764 6.054 2.406 -0.178 -0.053 0.371
C -4.392 1.116 -4.894 -0.248 -0.203 1.521
C 3.735 -8.463 1.882 0.259 -0.066 0.213
C -5.916 1.703 -4.744 0.463 1.154 -0.144
C -3.025 -0.733 -3.353 1.892 -1.079 2.634
C -3.571 2.155 3.159 -0.130 0.123 -0.175
C 8.295 4.520 2.634 -0.069 -0.372 -0.064
C -4.733 -2.586 -1.719 -3.956 -0.447 -1.448
C 2.414 0.939 3.736 0.125 0.027 0.302
C -7.650 -4.618 7.529 -0.221 -0.135 -0.005
C -3.388 -1.729 -2.099 2.089 -0.188 1.424
C -0.911 -1.474 -0.883 -2.626 0.457 -2.648
C -2.314 1.347 3.403 -0.319 0.065 0.157
C 2.618 -0.574 -3.961 0.486 -0.786 -0.481
C 3.940 -8.570 3.379 -0.120 -0.039 0.211
C -8.886 4.702 -8.125 -0.182 -0.072 -0.158
C -6.105 -3.940 3.850 -0.272 0.039 0.033
C -1.509 -0.091 -3.385 -0.878 -2.118 2.870
C -8.536 4.880 -6.662 0.104 0.095 -0.313
C -4.855 -4.473 4.519 0.179 0.017 -0.514
H 3.891 1.331 -4.199 -0.592 -1.252 1.814
H 4.648 -3.676 3.017 -0.029 -0.104 -0.101
H 2.663 -0.127 3.779 -0.147 0.104 0.028
H -8.135 5.178 -8.763 -0.109 0.073 0.053
H -6.946 -2.581 7.336 -0.215 0.075 -0.028
H 4.043 -9.384 1.378 -0.175 -0.119 0.058
H -1.553 1.948 -4.592 0.924 -2.524 0.075
H 4.796 6.587 4.228 -0.046 -0.101 0.048
H -0.133 -1.724 -0.038 -1.726 0.654 -1.920
H 2.015 -3.321 1.480 0.118 0.197 0.004
H 6.804 1.646 -3.909 0.070 0.014 -0.137
H -4.296 1.997 3.964 0.001 -0.086 -0.107
H -4.117 -1.182 -5.415 0.137 1.720 2.137
H 3.052 -3.566 3.747 -0.016 -0.040 -0.157
H -9.864 5.138 -8.348 0.092 -0.021 -0.059
H -2.536 0.276 3.434 -0.027 -0.049 -0.225
H -4.343 -3.684 5.078 -0.122 0.096 0.209
H 3.266 5.715 4.480 0.024 0.142 -0.038
H 2.809 0.391 -1.152 0.386 1.677 -1.861
H -7.715 -5.397 8.295 -0.033 0.170 -0.052
H 0.589 -0.005 -2.077 -2.445 -0.983 -0.147
H -5.912 2.442 -3.816 -0.160 -1.696 -1.831
H 7.657 3.350 4.055 -0.058 0.529 -0.104
H -2.378 1.557 5.338 0.391 0.098 -0.366
H -5.196 -3.982 7.854 -0.257 0.170 0.411
H 3.355 -9.395 3.795 0.092 0.061 0.034
H 3.406 3.871 -0.831 0.649 -1.919 0.582
H 0.848 -0.892 -5.473 1.625 1.724 0.923
H -5.123 -4.063 -0.125 0.727 0.642 -0.816
H 2.356 2.085 -2.031 1.338 -2.028 -0.108
H -5.856 -3.147 3.138 0.002 0.034 0.145
H 2.085 -1.211 -3.104 1.052 1.562 -1.806
H 3.220 7.000 2.315 0.166 0.145 0.004
H 2.076 -0.157 1.452 0.209 0.279 0.040
H 2.145 4.973 2.491 0.435 -0.009 -0.307
H 4.207 -1.570 1.951 -0.528 0.057 -0.092
H -6.743 0.888 -4.595 1.722 1.491 -0.439
H 3.642 -7.640 3.876 -0.048 -0.134 -0.098
H 3.620 -3.430 0.731 -0.112 -0.170 -0.001
H 7.741 2.619 1.771 0.097 0.064 -0.069
H -4.035 1.878 2.208 -0.037 0.041 0.087
H -5.226 -0.781 -3.944 2.291 0.616 -1.008
H 5.191 2.970 -5.955 0.032 -0.520 -0.048
H -6.805 -3.542 4.591 -0.036 0.042 -0.103
H -6.605 -4.732 3.282 0.063 0.038 0.163
H -8.903 3.640 -8.390 -0.056 0.133 0.106
H 4.342 3.093 0.607 -1.065 -0.693 -2.015
H 9.347 4.267 2.793 0.090 0.109 -0.173
H 0.755 2.108 -5.377 -0.413 -1.869 1.800
H 2.654 2.412 0.107 2.342 0.743 -0.906
H 3.315 -1.363 -4.524 -1.551 1.677 1.162
H 1.154 2.274 2.605 0.012 -0.113 -0.148
H -6.615 4.756 -6.955 -0.321 -0.262 0.298
H -8.505 5.940 -6.392 -0.209 0.030 0.007
H -9.278 4.385 -6.028 0.260 0.000 0.012
H 7.171 3.212 -4.621 0.100 -0.055 -0.066
H -1.584 1.524 2.607 -0.014 -0.006 0.245
H 5.432 -7.560 1.566 -0.515 0.118 -0.127
H 4.997 -8.732 3.615 -0.082 -0.109 -0.030
H 6.640 3.934 1.378 0.157 0.040 -0.006
H -8.654 -4.415 7.145 0.067 -0.079 -0.032
H -3.342 3.226 3.142 0.033 -0.160 -0.063
H 7.126 2.181 -6.917 0.174 -0.122 -0.015
H -7.631 -2.974 8.925 0.252 -0.029 -0.025
H -3.692 1.790 -4.201 -1.336 -1.509 -1.971
H 8.230 3.848 0.581 -0.074 -0.091 0.032
H 8.356 1.891 -4.745 -0.055 0.075 0.039
H -6.125 2.395 -5.695 0.101 -1.724 2.302
H 3.345 1.474 3.520 -0.154 0.054 -0.008
H -3.741 -4.262 2.935 0.113 -0.438 0.040
H 2.681 -8.279 1.652 0.216 0.107 -0.092
H 4.660 -0.009 -3.121 -2.170 1.318 -0.361
H 4.686 4.835 3.930 0.038 0.205 -0.077
H 0.842 1.648 -3.536 -0.141 -0.898 -2.038
H 2.173 0.363 -6.031 -1.179 -0.891 2.100
H -5.106 -5.280 5.213 0.134 -0.014 -0.121
H 6.756 0.606 -6.187 -0.210 0.149 -0.037
H -7.036 -5.020 6.716 -0.102 0.096 -0.018
H 3.454 -4.961 2.717 0.109 0.080 0.006
H 0.455 0.664 2.863 -0.018 0.132 0.208
H 2.046 1.254 4.716 0.043 -0.035 -0.038
H 4.653 6.105 1.771 -0.200 -0.127 -0.049
H -1.236 0.380 -5.659 0.139 0.907 2.202
H 8.228 5.585 2.391 -0.051 -0.115 0.221
```
Forces are in eV/Å.

Summary:
structure (SMILES): COCCCCCCc1ccc2c(c1C[C@H](C)I)C(=O)NC2=O.CCO.CCO.CCO.CCO.CCO.CCO.CCO.CCO.CCO.CCO
electronic energy: -76959.986 eV
E_HOMO: -9.024 eV

These are the Löwdin partial charges, in e, on atoms 1 to 4: atom 1 (I): 0.75, atom 2 (O): -0.10, atom 3 (O): -0.10, atom 4 (O): -0.11


Here is a cluster of 3 separate species, C25H35FNO5S in total in a non-equilibrium geometry from OMol25. Energies are from ωB97M-V/def2-TZVPD.

The geometry in XYZ format:
```
68
Properties=species:S:1:pos:R:3:forces:R:3
S 1.038 -2.395 -2.232 0.368 0.566 -0.271
F 0.424 -3.794 -1.868 -0.036 -0.215 -0.027
O 0.215 -1.843 -3.255 -0.087 -0.182 0.116
O -1.303 2.001 0.235 0.003 -0.066 0.691
O -0.456 -2.730 2.963 -0.509 -0.558 0.080
O 2.429 -2.598 -2.475 -0.177 -0.112 0.035
O -0.198 -0.528 3.078 0.023 0.353 0.526
N -0.669 0.891 0.181 0.045 0.317 -1.693
C -6.473 -0.002 0.761 0.017 -0.001 0.010
C 1.540 -2.472 0.379 0.068 -0.037 -0.224
C 0.774 1.076 -0.199 0.227 0.162 0.509
C 2.383 -1.843 1.491 -0.044 -0.112 0.412
C 1.386 -0.154 -0.908 -0.056 0.025 -0.058
C -7.580 1.700 -0.524 -0.002 0.005 -0.002
C 0.939 2.267 -1.154 0.339 -0.221 -0.129
C -7.526 -0.872 0.518 -0.001 -0.003 -0.001
C 1.763 -1.885 2.917 0.489 -0.065 -0.149
C -0.731 -1.529 -0.373 0.073 0.388 -0.416
C -6.499 1.285 0.241 0.015 0.001 -0.005
C 0.794 -1.550 -0.650 -0.166 -0.447 0.433
C 5.703 0.788 -1.229 -0.022 -0.004 -0.009
C 0.273 -1.779 2.989 0.287 0.104 -0.069
C 1.521 1.456 1.083 -0.156 0.088 -0.100
C -8.634 0.831 -0.766 -0.001 -0.004 0.000
C -1.443 -0.177 -0.518 -0.268 -0.293 0.725
C -2.779 -0.326 0.217 -0.077 -0.220 -0.432
C 5.370 0.900 0.114 -0.028 -0.024 -0.022
C -8.608 -0.455 -0.244 -0.001 -0.001 -0.006
C 6.124 1.705 0.957 -0.004 0.008 0.008
C 7.217 2.397 0.456 0.002 0.003 -0.003
C 7.555 2.282 -0.886 -0.004 -0.001 0.001
C -1.756 0.196 -1.968 -0.025 -0.267 -0.014
C 6.798 1.479 -1.728 -0.001 0.010 -0.006
H 5.860 1.792 2.003 0.000 -0.001 0.004
H 5.111 0.162 -1.885 0.009 -0.018 0.003
H 4.519 0.356 0.505 0.017 -0.013 0.022
H 2.002 -2.853 3.355 -0.106 -0.036 -0.013
H 2.206 -3.117 -0.190 0.085 0.064 0.038
H -5.678 1.964 0.433 0.004 0.002 -0.003
H 2.554 1.710 0.838 0.039 -0.063 0.053
H 2.456 -0.160 -0.696 0.017 -0.027 -0.026
H -2.232 -0.668 -2.436 -0.012 0.019 -0.035
H -9.477 1.155 -1.363 -0.004 0.002 -0.001
H -7.599 2.702 -0.933 -0.001 0.006 0.003
H 1.483 0.680 1.838 0.016 0.004 0.055
H 1.312 0.043 -1.980 -0.058 0.011 -0.001
H 8.409 2.819 -1.276 0.002 0.006 -0.002
H 2.708 -0.833 1.267 -0.112 0.044 -0.153
H 7.805 3.026 1.110 0.006 -0.001 0.003
H -9.432 -1.132 -0.431 0.000 -0.005 -0.007
H -3.378 0.576 0.129 0.090 0.087 0.189
H 3.298 -2.430 1.572 0.066 0.093 -0.056
H -2.474 1.013 -1.986 0.187 0.194 -0.032
H -3.335 -1.125 -0.280 -0.035 -0.038 0.091
H 0.251 2.221 -1.996 -0.114 0.095 0.069
H -0.880 0.422 -2.570 0.009 0.108 0.031
H -5.629 -0.327 1.356 0.002 -0.003 0.004
H -1.112 -0.591 3.401 -0.036 0.068 -0.382
H 1.953 2.209 -1.561 0.015 0.047 0.004
H -0.919 -1.937 0.617 0.065 0.073 0.072
H 0.860 3.214 -0.630 -0.267 0.019 -0.049
H -1.241 -2.187 -1.078 -0.018 -0.158 0.140
H 7.062 1.391 -2.774 0.001 0.002 -0.005
H -7.503 -1.877 0.922 -0.004 -0.002 0.009
H -2.635 -0.616 1.257 -0.006 0.145 0.067
H 1.045 2.349 1.490 -0.006 -0.031 0.082
H 2.237 -1.130 3.543 -0.103 0.108 -0.043
H 0.804 -3.144 0.821 -0.037 0.002 -0.039
```
Forces are in eV/Å.

Summary:
electronic energy: -51771.591 eV
E_HOMO (alpha / beta): -8.579 / -9.418 eV
2S+1: 2
<S²>: 0.75

These are the Löwdin partial charges, in e, on atoms 1 to 4: atom 1 (S): 0.67, atom 2 (F): -0.13, atom 3 (O): -0.24, atom 4 (O): 0.00


Here is the molecule C3H3FOS in a non-equilibrium geometry from OMol25. Energies are from ωB97M-V/def2-TZVPD.

The geometry in XYZ format:
```
9
Properties=species:S:1:pos:R:3:forces:R:3
S 0.084 0.601 1.093 -0.266 0.051 -0.619
F 1.736 -2.022 -1.348 0.228 -0.204 -0.062
O -2.275 1.740 1.485 -0.040 -0.146 0.245
C -1.554 1.288 0.657 0.612 0.206 -1.676
C 1.202 -1.369 -0.333 -0.917 0.338 2.106
C 0.730 -0.133 -0.416 -0.518 -0.703 1.305
H 1.110 -1.865 0.671 0.503 -0.188 -1.400
H -1.777 1.396 -0.478 0.396 -0.481 1.382
H 0.744 0.364 -1.331 0.003 1.126 -1.280
```
Forces are in eV/Å.

Summary:
structure (SMILES): O=CS/C=C/F
electronic energy: -18758.294 eV
E_HOMO: -9.476 eV
ΔE to the lowest compared entry with this formula, charge and spin: 72.0 kJ/mol

These are the Löwdin partial charges, in e, on atoms 1 to 4: atom 1 (S): 0.92, atom 2 (F): 0.05, atom 3 (O): -0.02, atom 4 (C): -0.58


Here is a cluster of 3 separate species, C29H52Cl2NO14S3 in total in a non-equilibrium geometry from OMol25. Energies are from ωB97M-V/def2-TZVPD.

The geometry in XYZ format:
```
101
Properties=species:S:1:pos:R:3:forces:R:3
Cl -2.773 3.323 3.924 0.025 -0.072 -0.280
Cl -1.768 -0.907 -2.963 0.139 0.288 0.055
S -0.829 2.010 -2.649 1.295 1.299 -1.957
S 3.625 -2.337 -0.972 0.663 0.559 -0.164
S -4.768 5.144 -0.927 -0.086 -0.271 0.097
O 4.024 -1.163 -0.264 -0.215 0.076 0.890
O 4.496 -3.573 -0.480 -0.482 0.216 0.173
O 6.528 -2.128 3.219 -0.084 -0.120 0.016
O 3.768 -2.254 -2.382 -0.336 -0.722 -0.636
O 5.870 -4.101 4.019 -0.007 0.134 -0.094
O 4.002 2.085 -3.388 0.087 -0.108 -0.007
O 4.682 4.165 -3.927 -0.059 0.061 0.014
O -0.574 3.391 -2.314 -0.090 -0.149 1.701
O 6.122 2.433 -3.997 -0.174 -0.051 0.051
O -6.071 -4.680 -0.450 -0.014 0.102 -0.510
O 4.335 -2.528 3.530 -0.107 -0.034 -0.224
O 0.923 0.116 2.666 -0.351 0.252 0.291
O -1.240 1.872 -4.012 -0.550 -1.102 0.164
O -4.248 2.889 1.305 0.406 0.288 -0.322
N -1.809 2.072 -0.166 0.007 0.228 0.619
C 7.267 -4.239 3.727 0.206 -0.143 0.004
C -0.433 -2.006 -0.588 0.706 0.026 0.732
C -3.025 0.865 1.743 -1.162 -0.267 -0.342
C -4.238 1.693 1.353 -0.388 -0.144 0.190
C 6.068 1.090 -3.505 0.129 -0.159 0.038
C -3.677 -0.676 -1.197 -0.126 -0.511 -0.924
C -2.132 1.386 -1.454 -0.481 -0.254 -0.947
C -0.989 1.397 4.530 -0.148 0.223 0.625
C -1.366 -0.843 -0.185 0.002 0.035 0.352
C -0.168 -0.532 2.063 0.225 -0.499 -0.022
C -3.842 -2.216 -1.156 -0.479 -0.017 1.342
C -3.226 4.613 -1.764 -0.228 0.661 -0.069
C -3.506 3.382 -2.633 -0.450 0.732 0.270
C 0.720 1.172 -2.444 0.192 -0.002 -0.089
C 4.918 3.013 -3.788 0.059 0.055 -0.027
C 5.471 -2.885 3.584 0.087 0.018 0.141
C -3.438 1.964 -2.049 0.058 -0.010 -0.907
C 1.958 -2.788 -0.557 -0.311 -0.206 -0.487
C -1.710 1.327 1.154 1.774 -0.290 0.946
C -2.209 -0.195 -1.357 -0.430 -0.306 0.589
C -4.796 -2.650 -0.004 -0.393 0.056 -0.411
C 4.588 0.784 -3.554 -0.097 -0.233 0.074
C 7.722 -2.800 3.643 0.268 0.013 0.046
C 2.143 -0.045 1.972 0.112 0.305 -0.360
C -1.185 2.543 3.547 0.418 -0.126 0.653
C -0.721 0.167 0.818 -0.259 0.025 -0.999
C -0.934 2.375 2.053 -0.833 0.373 -0.826
C -6.123 -3.259 -0.504 0.017 -0.114 0.935
C 1.013 -1.667 -0.997 -0.209 -0.712 -0.354
H -1.151 3.367 1.635 -0.174 0.017 0.102
H 0.119 0.661 0.318 0.082 -0.033 0.096
H 6.465 1.072 -2.489 -0.042 0.021 0.014
H -4.335 -3.406 0.629 0.087 -0.030 0.037
H 1.421 1.760 -3.041 -0.201 0.310 -0.066
H -4.301 -2.578 -2.071 0.284 0.101 -0.270
H -2.374 4.550 -1.090 -0.078 -0.157 0.108
H 2.957 0.293 2.603 -0.046 -0.080 0.238
H -5.054 -1.811 0.648 0.173 0.128 -0.027
H 1.368 -0.704 -0.655 0.010 0.013 0.178
H -3.026 0.876 2.832 0.274 0.309 0.073
H 7.769 -4.802 4.509 -0.177 -0.013 0.087
H 6.661 0.429 -4.131 0.039 0.148 -0.103
H -3.290 -0.167 1.514 0.333 -0.071 -0.224
H 0.052 1.114 4.644 0.071 -0.162 -0.430
H 8.026 -2.398 4.610 -0.051 -0.012 0.011
H -1.279 1.781 5.507 -0.078 0.019 0.029
H -2.426 2.884 -0.013 -0.189 -0.132 -0.188
H -6.458 -4.959 0.382 -0.016 -0.094 -0.004
H -0.871 2.481 -0.265 -0.136 0.283 -0.129
H -4.252 -0.400 -2.076 0.110 0.447 0.007
H 1.733 -3.660 -1.173 0.161 -0.170 0.082
H 7.377 -4.770 2.779 -0.025 0.029 -0.009
H -0.853 -2.655 -1.348 -0.276 0.214 -0.114
H 4.267 0.110 -2.764 -0.058 0.178 0.007
H 2.324 -1.079 1.684 -0.020 -0.095 0.101
H -4.546 3.498 -2.954 -0.066 -0.176 0.004
H -4.292 1.808 -1.392 0.237 0.037 0.407
H -5.172 1.143 1.119 0.111 -0.154 0.238
H -4.278 6.003 -0.019 0.155 -0.110 -0.127
H 4.544 -3.509 0.490 0.213 -0.117 -0.003
H 1.055 -1.702 -2.084 0.098 0.451 -0.071
H 0.697 0.180 -2.873 -0.185 -0.107 0.200
H -0.981 -0.642 2.780 0.130 0.157 0.288
H 4.276 0.379 -4.519 0.035 0.036 -0.020
H 8.524 -2.645 2.926 -0.130 0.110 -0.103
H 1.094 1.211 -1.424 -0.137 -0.071 0.063
H -1.614 0.521 4.372 0.023 -0.050 -0.194
H -0.371 -2.656 0.287 -0.074 0.043 0.083
H -2.959 3.511 -3.559 0.379 -0.413 0.058
H -0.482 3.308 3.867 0.110 0.077 -0.160
H -3.636 1.325 -2.909 0.000 -0.059 -0.036
H -2.902 -2.740 -1.027 0.119 0.041 -0.154
H -2.981 5.427 -2.439 0.223 -0.029 -0.083
H -6.364 -2.922 -1.511 0.108 -0.239 -0.178
H -2.101 -1.334 0.457 -0.240 -0.099 -0.274
H 2.174 0.583 1.071 -0.009 -0.099 -0.080
H -6.948 -2.925 0.131 0.000 0.151 -0.004
H 1.840 -3.093 0.482 0.329 0.249 0.167
H -4.180 -0.201 -0.361 0.197 -0.050 0.207
H 0.159 -1.555 1.858 -0.166 -0.007 -0.346
H 0.123 2.236 1.832 0.159 -0.150 0.462
```
Forces are in eV/Å.

Summary:
electronic energy: -118613.102 eV
net charge: +1
E_HOMO: -11.111 eV

These are the Löwdin partial charges, in e, on atoms 1 to 4: atom 1 (Cl): 0.69, atom 2 (Cl): 0.86, atom 3 (S): 0.66, atom 4 (S): 0.57